(1)
8 unconnected molecules or ions with the total composition H15NO6 in a non-equilibrium geometry, computed with wB97M-V/def2-TZVPD.

Energy above the lowest of the compared OMol25 structures with the same formula, charge and spin (eV): 10.243
2S+1: 1
Lowest unoccupied orbital energy (eV): -6.583
HOMO level (Ha): -0.375
Orbital gap (eV): 3.62

Cartesian coordinates (Å):
N -1.6043 -0.5912 1.6553
H -2.1936 -0.9673 2.3952
H 0.3248 2.2972 2.1713
H -1.8262 0.3885 1.4883
H 0.3737 -0.8598 1.6856
H 0.9823 -1.6906 -0.9050
O 1.1421 -1.1485 1.1934
H 1.5201 1.3732 -0.3968
H 1.0133 0.6685 -1.6545
O 0.9740 1.5483 -1.2109
H -1.6804 0.5046 -0.6401
H -2.6210 -1.7860 -1.1950
O -1.8677 -1.2765 -0.8426
H -0.4455 -1.3541 -1.3798
H -1.7539 -1.0658 0.7521
O 0.4937 -1.4035 -1.7139
H -0.0138 1.7592 2.5071
H -0.6323 1.6953 -0.6857
O -1.5212 1.4390 -0.3935
H 3.2208 1.4241 0.7305
H 1.5943 -0.3096 0.9695
O 2.3016 1.1058 0.7645


(2)
7 unconnected molecules or ions with the total composition H15NO6 in a non-equilibrium geometry, computed with wB97M-V/def2-TZVPD.

Energy above the lowest of the compared OMol25 structures with the same formula, charge and spin (eV): 2.595
2S+1: 2
Lowest unoccupied orbital energy (spin up / spin down) (eV): -3.507 / -10.831
Total charge: +1
HOMO level (spin up / spin down) (Ha): -0.515 / -0.491
Orbital gap (spin up / spin down) (eV): 10.52 / 2.54
<S²>: 0.76

Cartesian coordinates (Å):
N -1.3008 3.4392 -1.4144
H -1.9790 3.4313 -0.6627
H -1.8412 3.1117 -2.2210
H -0.9247 4.4533 -1.5401
H -0.4381 -2.3325 2.7926
H 0.7045 -1.4168 2.2540
O 0.0386 -1.4484 2.8827
H -1.0200 -0.8188 -1.3676
H -0.7536 -2.2338 -1.8113
O -1.4549 -1.6218 -1.8416
H 1.9072 -4.5175 4.3321
H 1.8553 -4.3449 2.9215
O 1.2901 -4.2463 3.6437
H 1.9617 2.4099 2.1195
H 3.2076 1.4029 2.0398
O 2.2566 1.4709 2.0025
H -1.6353 -0.3866 -3.6320
H -1.2348 -0.9654 -4.9470
O -1.2791 -0.0864 -4.5308
H -0.3419 1.6832 -0.8514
H 0.8622 1.8133 0.0921
O 0.1196 1.2035 -0.2607


(3)
A molecular structure, H15Na3O9 in a non-equilibrium geometry, computed with wB97M-V/def2-TZVPD.

2S+1: 1
Lowest unoccupied orbital energy (eV): -3.155
HOMO level (Ha): -0.223
Orbital gap (eV): 2.91

Cartesian coordinates (Å):
Na -1.6720 3.0271 0.0166
Na 1.5728 2.5195 -0.6401
Na -0.1381 2.0880 2.6940
O 3.1652 0.6251 -0.4242
H 2.3502 0.6384 0.0754
O -0.1769 1.2413 0.2181
H 0.0639 0.6528 0.9414
O 1.2945 1.7789 -2.9233
H 1.1748 1.2314 -2.1499
O -2.6024 -0.1937 0.1975
H -1.7126 0.2426 0.3018
H -3.2341 0.5299 0.1476
O 2.5217 -1.8350 0.8141
H 2.3850 -1.0192 0.2541
H 2.1694 -2.5460 0.2683
O 1.2284 0.0365 2.9101
H 1.7760 -0.0751 3.6974
H 0.8188 -0.8342 2.7897
O -1.6118 -2.8174 0.3546
H -1.8674 -1.9037 0.5652
H -2.2416 -3.0832 -0.3237
O -1.6808 1.2543 -2.5428
H -2.6214 1.0646 -2.4199
H -1.2235 0.7937 -1.8260
O 0.2239 -1.1703 -1.3663
H 0.1918 -0.3707 -0.8119
H -0.1539 -1.8754 -0.8180


(4)
8 unconnected molecules or ions with the total composition H15O8 in a non-equilibrium geometry, computed with wB97M-V/def2-TZVPD.

Energy above the lowest of the compared OMol25 structures with the same formula, charge and spin (eV): 1.452
2S+1: 1
Lowest unoccupied orbital energy (eV): 3.467
Total charge: -1
HOMO level (Ha): -0.239
Orbital gap (eV): 9.97

Cartesian coordinates (Å):
O 0.6699 2.0257 -1.3816
H 1.2731 1.2818 -1.0975
O -1.3832 1.0549 0.5489
H -1.9274 0.3746 0.0461
H -0.8492 1.4983 -0.1911
O 2.6195 0.7064 -0.0340
H 1.7632 -0.1279 -0.0564
H 2.2062 1.3531 0.4927
O -0.2826 -0.7920 -2.2456
H 1.3060 2.7234 -1.1717
H 0.1287 -0.9855 -1.3254
O 0.7427 -1.1029 0.0410
H -0.1495 -2.2569 1.0277
H 0.1723 -0.5217 0.4662
O -2.7045 -0.9576 -0.5154
H -1.9356 -0.9781 -1.1866
H 0.2764 -0.1429 -2.5531
O -0.9159 -2.7666 1.3858
H -1.1896 -3.1747 0.5262
H -2.3205 -1.3966 0.2871
O 0.8052 1.5730 2.6704
H 1.6002 1.3702 2.1908
H 0.0947 1.2419 2.0755


(5)
8 unconnected molecules or ions with the total composition H15S8, computed with wB97M-V/def2-TZVPD.

Energy above the lowest of the compared OMol25 structures with the same formula, charge and spin (eV): 0.000
2S+1: 1
Lowest unoccupied orbital energy (eV): 2.059
Total charge: -1
HOMO level (Ha): -0.118
Orbital gap (eV): 5.26

Cartesian coordinates (Å):
S 1.6541 4.7337 4.2774
H 2.0455 5.7162 3.4576
S -0.9306 -4.8374 -1.5298
H -1.4292 -4.3678 -2.6820
H 0.3053 -4.6189 -2.0002
S -6.5342 1.0477 0.3089
H -6.9670 0.2202 -0.6482
H -5.2602 0.6401 0.2212
S 4.7321 3.5343 -0.4272
H 2.8652 4.1825 4.1485
H 5.7857 4.3556 -0.5076
S -2.1120 0.4535 2.9241
H -2.6705 -0.4902 2.1576
H -1.2240 0.8729 2.0243
S -2.0345 0.2140 -0.9632
H -1.2050 -0.2307 -1.9233
H 4.6862 3.5087 0.9093
S 5.6722 -3.4782 1.4045
H 5.0578 -4.4242 0.6924
H 4.9993 -2.4807 0.8294
S -2.5837 -1.2361 -4.7762
H -2.8232 -2.4596 -4.2873
H -2.0292 -0.8556 -3.6102


(6)
9 unconnected molecules or ions with the total composition H16NO11 in a non-equilibrium geometry, computed with wB97M-V/def2-TZVPD.

Energy above the lowest of the compared OMol25 structures with the same formula, charge and spin (eV): 0.806
2S+1: 1
Lowest unoccupied orbital energy (eV): 3.073
Total charge: -1
HOMO level (Ha): -0.252
Orbital gap (eV): 9.93

Cartesian coordinates (Å):
N -0.6280 -0.9616 0.4911
O 0.3760 -1.7126 0.3011
O -1.2350 -0.5496 -0.5149
O -0.6340 -0.2906 1.5711
O 3.3070 -1.9586 -0.5109
H 2.4080 -2.2096 -0.1639
H 3.4620 -1.1756 0.0181
O 1.1690 -0.5376 -2.2009
H 0.4020 -0.0396 -2.4729
H 0.9500 -1.0736 -1.4849
O -3.0540 -0.5446 -2.7269
H -2.8290 -0.9596 -3.5659
H -2.5030 -0.9426 -2.0799
O 2.2260 -0.8206 3.1041
H 1.6070 -0.2126 3.5471
H 1.7540 -1.1766 2.3511
O 0.1850 0.8734 3.9871
H 0.5780 1.5974 3.5241
H -0.1990 0.3104 3.3531
O -2.8480 1.5724 0.9121
H -2.2980 0.8184 0.6641
H -2.7380 1.5904 1.8631
O 1.0490 1.6304 -0.1689
H 1.7700 1.9634 -0.6989
H 1.0850 0.6744 -0.3389
O -0.7640 1.2244 -3.0359
H -1.0020 2.1424 -2.8689
H -1.5970 0.7674 -2.8539


(7)
8 unconnected molecules or ions with the total composition H16O8 in a non-equilibrium geometry, computed with wB97M-V/def2-TZVPD.

Energy above the lowest of the compared OMol25 structures with the same formula, charge and spin (eV): 5.283
2S+1: 1
Lowest unoccupied orbital energy (eV): -0.767
HOMO level (Ha): -0.343
SMILES: O.O.O.O.O.O.O.O
Orbital gap (eV): 8.58

Cartesian coordinates (Å):
H -0.6376 -0.0408 0.7160
H 0.1374 1.2222 0.3782
H -2.0908 -1.4685 -0.1082
H -3.0524 -1.7472 1.0353
H 3.2171 -2.7034 0.0747
H 2.3852 -2.0301 -1.0046
H 2.5644 -0.2915 -1.6913
H 3.9831 -0.0214 -1.2175
H 3.5235 3.0382 -0.8824
H 3.0897 2.1596 0.2794
H -3.0622 1.2110 -1.0319
H -2.2942 2.4689 -0.6606
H 0.8152 -0.8075 1.9247
H 1.0955 0.4924 2.6607
H -5.2462 -1.1791 -0.3483
H -4.3908 0.0135 0.0469
O 0.1363 0.2695 0.2325
O -3.0181 -1.6555 0.0765
O 3.1695 -2.5762 -0.8796
O 3.3145 -0.7145 -1.2584
O 3.6491 2.9146 0.0652
O -3.1898 2.1288 -0.7668
O 1.1037 -0.4643 2.7779
O -5.2023 -0.2188 -0.4185


(8)
8 unconnected molecules or ions with the total composition H16O8, computed with wB97M-V/def2-TZVPD.

Energy above the lowest of the compared OMol25 structures with the same formula, charge and spin (eV): 2.783
2S+1: 1
Lowest unoccupied orbital energy (eV): -0.639
HOMO level (Ha): -0.385
SMILES: O.O.O.O.O.O.O.O
Orbital gap (eV): 9.84

Cartesian coordinates (Å):
O -2.6570 -2.8647 1.2635
H -2.0960 -2.3352 0.6967
H -2.8323 -3.6567 0.7554
O 0.6130 -2.6710 2.1658
H 1.4815 -2.3979 2.4613
H 0.6260 -2.5294 1.2192
O -0.5506 3.7591 0.9057
H 0.1945 3.1630 0.9818
H -0.1813 4.5577 0.5287
O 2.4545 0.2903 -0.0215
H 3.1887 0.2684 0.5923
H 2.6472 -0.4046 -0.6510
O 1.7220 3.1491 -1.3745
H 2.4671 3.3313 -0.8019
H 1.7402 2.2000 -1.4973
O -2.1738 1.0437 -1.7194
H -2.7296 0.2903 -1.5201
H -1.3677 0.8838 -1.2286
O -0.1891 0.4817 0.0639
H 0.7613 0.4490 0.1730
H -0.4594 -0.4362 0.0383
O -1.0101 -1.9472 -0.7310
H -0.6911 -2.8438 -0.6281
H -0.9579 -1.7805 -1.6722


(9)
8 unconnected molecules or ions with the total composition H16O8 in a non-equilibrium geometry, computed with wB97M-V/def2-TZVPD.

Energy above the lowest of the compared OMol25 structures with the same formula, charge and spin (eV): 6.962
2S+1: 1
Lowest unoccupied orbital energy (eV): 0.058
HOMO level (Ha): -0.350
SMILES: O.O.O.O.O.O.O.O
Orbital gap (eV): 9.59

Cartesian coordinates (Å):
H 0.3461 -0.9654 -0.7959
H -0.0341 -1.3866 -2.1591
H -2.6145 -2.0135 1.0749
H -3.4876 -1.0202 0.3103
H 1.8206 2.7207 0.0202
H 1.0023 3.8686 -0.1765
H 1.2363 0.8686 -0.6652
H 2.1223 0.1500 0.1247
H -0.3184 -0.0688 3.4001
H -1.2543 -0.2739 4.5298
H -2.7092 0.6739 0.0544
H -1.8141 -0.5397 0.1620
H 1.0709 -5.7341 0.4345
H 1.2262 -4.4239 -0.1943
H 0.9875 3.5428 -2.5107
H 1.9394 4.5790 -3.0362
O 0.2952 -0.5938 -1.7462
O -3.0339 -1.1381 1.0811
O 1.2963 3.1484 -0.6793
O 1.8398 0.1221 -0.7675
O -0.4141 -0.5552 4.1498
O -2.0904 0.1966 -0.3816
O 0.7117 -4.8195 0.4908
O 1.8759 3.6619 -2.7200


(10)
8 unconnected molecules or ions with the total composition H16O8, computed with wB97M-V/def2-TZVPD.

Energy above the lowest of the compared OMol25 structures with the same formula, charge and spin (eV): 2.529
2S+1: 1
Lowest unoccupied orbital energy (eV): -0.037
HOMO level (Ha): -0.408
SMILES: O.O.O.O.O.O.O.O
Orbital gap (eV): 11.05

Cartesian coordinates (Å):
O -31.0078 1.7604 27.5806
H -31.1286 2.2238 26.7518
H -31.3839 2.3444 28.2391
O -30.4553 5.3134 20.9641
H -29.6459 5.6506 20.5802
H -31.1515 5.7977 20.5203
O -33.0080 1.9454 20.0215
H -32.4572 2.6273 20.4060
H -33.4610 1.5535 20.7681
O -34.4935 1.9136 23.3167
H -33.9021 2.4118 23.8809
H -35.1484 1.5529 23.9144
O -31.6474 4.2807 24.5109
H -31.1253 4.4596 23.7287
H -32.1187 5.0971 24.6767
O -35.6504 8.4607 24.6045
H -35.9194 9.3348 24.8871
H -34.8541 8.2814 25.1044
O -28.4297 1.6186 21.4181
H -28.9987 2.0427 20.7757
H -28.4039 2.2285 22.1554
O -32.1973 7.9426 26.1656
H -31.8154 7.7496 27.0219
H -31.6406 8.6325 25.8045


(11)
8 unconnected molecules or ions with the total composition H16O8 in a non-equilibrium geometry, computed with wB97M-V/def2-TZVPD.

Energy above the lowest of the compared OMol25 structures with the same formula, charge and spin (eV): 2.746
2S+1: 1
Lowest unoccupied orbital energy (eV): 0.034
HOMO level (Ha): -0.396
SMILES: O.O.O.O.O.O.O.O
Orbital gap (eV): 10.82

Cartesian coordinates (Å):
O 0.7627 -1.7317 -2.7098
H 0.7198 -2.0232 -1.8009
H 1.6416 -2.1104 -2.8544
O 0.9326 -2.0898 0.2227
H 1.1292 -1.1829 0.4999
H 0.0046 -2.1973 0.4535
O 0.3087 0.6421 1.0235
H 0.3098 1.3911 0.4259
H -0.2509 0.6908 1.7927
O 2.2020 -1.9592 4.1335
H 2.3982 -1.4002 4.8946
H 1.5751 -1.4017 3.6585
O -2.1882 -6.3441 0.4076
H -1.4719 -5.7451 0.2020
H -2.0435 -7.1971 -0.0024
O -1.4959 2.6930 -2.3390
H -1.8387 3.5693 -2.1804
H -0.7753 2.9904 -2.9174
O 1.2088 4.3810 -1.7756
H 1.4761 5.3007 -1.7002
H 0.9333 4.1012 -0.8974
O -1.6578 3.3546 0.7863
H -2.1614 2.5362 0.7700
H -1.7189 3.7323 -0.0929


(12)
8 unconnected molecules or ions with the total composition H16O8, computed with wB97M-V/def2-TZVPD.

Energy above the lowest of the compared OMol25 structures with the same formula, charge and spin (eV): 2.303
2S+1: 1
Lowest unoccupied orbital energy (eV): -0.490
HOMO level (Ha): -0.395
SMILES: O.O.O.O.O.O.O.O
Orbital gap (eV): 10.27

Cartesian coordinates (Å):
O -5.1855 -8.8653 -2.0327
H -4.5792 -8.9039 -2.8118
H -6.0668 -9.0314 -2.3810
O -1.9398 -6.7882 -7.5731
H -2.4064 -7.5567 -7.2120
H -1.1756 -6.6604 -7.0031
O -3.7321 -9.1403 -7.0589
H -4.6805 -9.1015 -7.2364
H -3.4826 -10.0508 -7.2614
O -3.2750 -8.8055 -3.9933
H -3.2229 -8.9412 -4.9502
H -2.3826 -8.4858 -3.7260
O -0.8582 -7.5856 -3.4092
H -0.1363 -8.1190 -3.0480
H -0.4798 -7.1339 -4.1740
O -2.2804 -5.7603 -1.6844
H -1.9383 -6.4951 -2.2164
H -3.2063 -5.9810 -1.5266
O -3.1687 -11.7033 -3.1068
H -3.9034 -11.2040 -3.4779
H -2.5820 -11.8631 -3.8526
O -5.9708 -6.5483 -5.2717
H -6.4900 -7.3128 -5.0000
H -5.2418 -6.9162 -5.7832